Molecular formula: C38H39N2O3S2SbTa
Method: DFT, ωB97M-V/def2-TZVPD

For the LUMO energy, the calculation gives -9.58 eV. The calculation puts the max |F| at 0.0759 hartree/bohr. Its net charge is +3. The value obtained for the HOMO energy is -16.5 eV. The HOMO-LUMO gap comes out at 6.9 eV.

The geometry in XYZ format:
```
86
C38H39N2O3S2SbTa ωB97M-V/def2-TZVPD
Ta -0.02 -0.08 0.78
O 1.41 -1.19 0.66
C 2.42 -1.72 1.37
C 3.74 -1.73 0.92
C 4.75 -2.27 1.70
C 4.46 -2.85 2.93
C 3.16 -2.86 3.40
C 2.12 -2.28 2.64
C 0.78 -2.36 3.14
N -0.24 -1.75 2.65
C -1.54 -2.00 3.24
C -2.61 -2.12 2.14
N -2.56 -0.96 1.28
C -3.63 -0.37 0.92
C -3.67 0.78 0.04
C -4.89 1.30 -0.42
C -4.92 2.39 -1.27
C -3.74 2.98 -1.70
C -2.52 2.49 -1.26
C -2.48 1.40 -0.39
O -1.31 0.92 0.06
H 3.98 -1.28 -0.04
H 5.77 -2.24 1.35
H 5.25 -3.29 3.52
H 2.93 -3.30 4.35
H 0.66 -3.01 4.00
H -1.80 -1.19 3.93
H -1.53 -2.94 3.81
H -3.60 -2.26 2.60
H -2.38 -3.00 1.53
H -4.61 -0.72 1.26
H -5.82 0.84 -0.11
H -5.86 2.78 -1.62
H -3.75 3.82 -2.37
H -1.58 2.95 -1.56
S 1.50 1.41 -0.55
Sb 1.06 -0.15 -2.32
C 3.05 -0.95 -2.70
C 3.30 -2.30 -2.84
C 4.61 -2.71 -3.05
C 5.63 -1.77 -3.14
C 5.35 -0.41 -3.03
C 4.05 0.01 -2.81
C 0.27 1.22 -3.81
C 0.91 2.44 -3.93
C 0.43 3.37 -4.85
C -0.69 3.08 -5.60
C -1.31 1.85 -5.49
C -0.82 0.89 -4.61
C -0.51 -1.59 -1.82
C -0.19 -2.85 -1.34
C -1.20 -3.78 -1.14
C -2.52 -3.44 -1.42
C -2.83 -2.18 -1.89
C -1.83 -1.25 -2.11
H 2.51 -3.04 -2.81
H 4.84 -3.76 -3.16
H 6.65 -2.09 -3.30
H 6.14 0.32 -3.14
H 3.82 1.06 -2.71
H 1.78 2.67 -3.32
H 0.94 4.32 -4.96
H -1.08 3.82 -6.29
H -2.18 1.62 -6.09
H -1.27 -0.09 -4.58
H 0.84 -3.13 -1.13
H -0.96 -4.77 -0.81
H -3.30 -4.17 -1.28
H -3.85 -1.92 -2.13
H -2.07 -0.28 -2.52
C -0.35 2.12 6.22
C 0.33 2.20 4.87
S -0.80 1.52 3.59
O 0.18 1.07 2.46
C -1.52 3.06 2.92
C -0.51 3.88 2.15
H 0.30 2.55 6.98
H -0.56 1.09 6.50
H -1.28 2.69 6.23
H 1.23 1.58 4.84
H 0.59 3.22 4.61
H -1.94 3.61 3.76
H -2.35 2.74 2.28
H 0.30 4.24 2.78
H -1.00 4.76 1.73
H -0.08 3.31 1.33
```